Molecular formula: C28H48Cl2IrOP2
Method: DFT, wB97M-V/def2-TZVPD

Calculated values
2S+1: 6
HOMO energy (spin up / spin down) in eV: -6.312 / -7.682
Calculated total energy in eV: -78322.746
Kohn-Sham gap (spin up / spin down) in eV: 6.582 / 5.572
Molar mass in g mol⁻¹: 725.762

Geometry (Å):
P (0.118, -1.023, -4.380)
C (1.695, -0.379, -5.209)
C (1.979, -0.747, -6.673)
C (3.397, -0.306, -7.058)
C (3.652, 1.180, -6.784)
C (3.292, 1.572, -5.348)
C (1.873, 1.126, -4.964)
C (-1.313, -0.131, -5.227)
C (-1.250, 0.047, -6.744)
C (-2.577, 0.628, -7.250)
C (-2.948, 1.936, -6.545)
C (-2.908, 1.812, -5.018)
C (-1.593, 1.201, -4.514)
C (-0.025, -2.707, -5.168)
C (1.175, -3.574, -4.750)
C (1.080, -4.998, -5.311)
C (-0.252, -5.672, -4.966)
C (-1.450, -4.804, -5.364)
C (-1.360, -3.376, -4.806)
H (2.446, -0.903, -4.587)
H (1.251, -0.261, -7.337)
H (1.877, -1.828, -6.838)
H (3.578, -0.535, -8.114)
H (4.112, -0.900, -6.473)
H (4.704, 1.415, -6.981)
H (3.061, 1.785, -7.484)
H (4.003, 1.098, -4.658)
H (3.382, 2.655, -5.216)
H (1.681, 1.362, -3.907)
H (1.143, 1.688, -5.568)
H (-2.165, -0.800, -5.008)
H (-3.368, -0.111, -7.070)
H (-1.045, -0.909, -7.249)
H (-0.430, 0.733, -7.003)
H (-2.524, 0.779, -8.335)
H (-3.946, 2.257, -6.866)
H (-2.252, 2.724, -6.860)
H (-3.058, 2.792, -4.552)
H (-3.736, 1.170, -4.692)
H (-1.641, 1.032, -3.427)
H (-0.767, 1.902, -4.705)
H (0.002, -2.540, -6.259)
H (2.121, -3.116, -5.074)
H (1.202, -3.615, -3.651)
H (1.187, -4.962, -6.404)
H (1.915, -5.592, -4.925)
H (-0.288, -5.861, -3.885)
H (-0.318, -6.648, -5.459)
H (-2.382, -5.264, -5.020)
H (-1.498, -4.751, -6.460)
H (-2.205, -2.789, -5.191)
H (-1.458, -3.395, -3.710)
Ir (0.180, 0.076, -0.226)
Cl (-1.850, -0.483, -1.076)
Cl (2.334, -0.005, -0.905)
C (-0.324, 1.494, 0.954)
H (-0.638, 1.282, 1.990)
C (-0.456, 2.833, 0.433)
C (-1.151, 3.886, 1.106)
C (-1.278, 5.124, 0.490)
C (-0.703, 5.365, -0.770)
C (-0.003, 4.343, -1.422)
C (0.119, 3.089, -0.830)
H (-1.598, 3.687, 2.081)
H (-1.833, 5.922, 0.989)
H (0.451, 4.519, -2.395)
H (0.655, 2.269, -1.328)
H (-0.805, 6.345, -1.237)
C (-0.173, -1.213, 4.159)
P (0.843, -1.279, 2.663)
C (1.977, 0.114, 2.799)
C (1.867, -2.758, 2.771)
O (-0.048, -1.336, 1.428)
H (-0.762, -0.288, 4.167)
H (0.471, -1.238, 5.049)
H (-0.861, -2.067, 4.179)
H (2.491, 0.029, 3.769)
H (2.693, 0.077, 1.972)
H (1.418, 1.054, 2.749)
H (1.229, -3.650, 2.756)
H (2.543, -2.785, 1.908)
H (2.454, -2.736, 3.700)

Atomic partial charges in e from the Mulliken method, atoms 1 to 2: 0.666, 0.040